Record 1
C6H12O | ωB97M-V/def2-TZVPD

Computed properties:
Orbital gap (alpha / beta)   5.8 / 8.5 eV
Energy relative to the best compared isomer or geometry (same formula, charge and spin)   175.23 kcal/mol
E_HOMO (alpha / beta)   -6.3463 / -7.7361 eV
LUMO energy (alpha / beta)   -0.563 / 0.734 eV
Max |F|   3.6 eV/A

```
! wB97M-V def2-TZVPD RIJCOSX def2/J DEFGRID3
* xyz 0 1
C 1.849 0.871 0.746
C 2.069 -0.160 -0.184
O 0.298 -1.129 -1.168
C -0.502 -1.387 -0.268
C -1.160 -0.332 1.274
C -1.639 -0.421 -0.139
C -1.526 0.877 -0.998
H 2.256 0.741 1.737
H 1.565 1.864 0.392
H 3.146 0.547 -0.129
H 2.207 -1.193 0.190
H 1.715 0.055 -1.179
H -0.325 -2.403 0.206
H -1.446 0.551 1.830
H -1.436 -1.241 1.807
H -2.525 -0.971 -0.448
H -1.612 0.710 -2.084
H -2.339 1.568 -0.721
H -0.595 1.454 -0.865
*
```

Atomic partial charges in e from the Mulliken method, atoms 1 to 8: number 1, C, carries -0.71; number 2, C, carries -0.53; number 3, O, carries -0.59; number 4, C, carries -0.32; number 5, C, carries -1.17; number 6, C, carries 0.72; number 7, C, carries -1.13; number 8, H, carries 0.31



Record 2
C3H8N2OS | ωB97M-V/def2-TZVPD

Computed properties:
Orbital gap (alpha / beta)   7.0 / 8.8 eV
Energy relative to the best compared isomer or geometry (same formula, charge and spin)   108.63 kcal/mol
E_HOMO (alpha / beta)   -7.6687 / -9.0470 eV
LUMO energy (alpha / beta)   -0.655 / -0.212 eV
Max |F|   3.4 eV/A

```
! wB97M-V def2-TZVPD RIJCOSX def2/J DEFGRID3
* xyz 0 1
C -1.017 0.275 0.578
C 0.086 0.903 -0.592
C 1.522 0.848 -0.058
N -0.801 -1.056 0.929
N 0.049 0.085 -1.809
O -0.283 -3.435 0.643
S -0.969 -2.395 -0.053
H -0.828 0.967 1.480
H -2.105 0.373 0.110
H -0.386 1.926 -0.671
H 2.109 1.719 -0.503
H 2.004 -0.137 -0.384
H 1.603 0.978 1.093
H -0.195 -1.313 1.697
H -0.790 0.262 -2.461
*
```

Atomic partial charges in e from the Mulliken method, atoms 1 to 8: number 1, C, carries -0.81; number 2, C, carries 0.44; number 3, C, carries -1.08; number 4, N, carries -0.23; number 5, N, carries -0.62; number 6, O, carries -0.49; number 7, S, carries 0.39; number 8, H, carries 0.37



Record 3
C5H14 | ωB97M-V/def2-TZVPD

Computed properties:
Orbital gap   12.3 eV
Energy relative to the best compared isomer or geometry (same formula, charge and spin)   7.33 kcal/mol
SMILES   CCC.CC
E_HOMO   -11.2251 eV
LUMO energy   1.122 eV
Max |F|   1.6 eV/A

```
! wB97M-V def2-TZVPD RIJCOSX def2/J DEFGRID3
* xyz 0 1
C 1.514 1.590 -1.490
C 0.369 0.906 -0.759
C -0.713 1.866 -0.281
H 1.659 2.581 -1.028
H 2.490 1.136 -1.306
H 1.307 1.781 -2.542
H -0.070 0.079 -1.328
H 0.780 0.368 0.101
H -1.683 1.399 -0.127
H -0.379 2.357 0.634
H -0.825 2.702 -0.980
C 0.116 -2.334 1.332
C -1.297 -1.848 0.963
H 0.662 -2.608 0.428
H 0.704 -1.496 1.725
H 0.230 -3.130 2.067
H -1.200 -1.337 0.011
H -1.905 -2.748 0.826
H -1.759 -1.261 1.754
*
```

Atomic partial charges in e from the Mulliken method, atoms 1 to 8: number 1, C, carries -1.29; number 2, C, carries 0.30; number 3, C, carries -1.21; number 4, H, carries 0.32; number 5, H, carries 0.37; number 6, H, carries 0.31; number 7, H, carries 0.27; number 8, H, carries -0.07



Q: Number 1 is which compound?
A: C6H12O